# 1
# C66H148N6O11

A 11-piece molecular cluster, C66H148N6O11 overall at a distorted geometry (ωB97M-V with the def2-TZVPD basis set, OMol25).

For the total energy, the calculation gives -102294.2805 eV. As for the largest force on an atom: 5.4 eV/A. The SMILES is CC1(C)CCCC(C)(C)N1O.CC1(C)CCCC(C)(C)N1O.CC1(C)CCCC(C)(C)N1O.CC1(C)CCCC(C)(C)N1O.CC1(C)CCCC(C)(C)N1O.CC1(C)CCCC(C)(C)N1O.CC(C)O.CC(C)O.CC(C)O.CC(C)O.O. The value obtained for the energy above the lowest of the compared OMol25 structures with the same formula, charge and spin is 0.0 kJ/mol. The orbital gap comes out at 8.117 eV.

Each line ends with the Mulliken charge.
Cartesian coordinates (Å):
1 O 2.866 1.292 -2.541  -0.72
2 H 2.384 1.228 -3.365  0.25
3 H 2.194 1.468 -1.883  0.34
4 C 4.767 -0.306 0.703  -1.47
5 C 4.831 -1.773 0.290  2.06
6 C 3.692 -1.941 -0.752  -0.69
7 C 3.765 -3.114 -1.658  1.98
8 C 5.162 -3.119 -2.343  -1.91
9 C 6.403 -3.020 -1.435  1.79
10 N 6.146 -1.945 -0.411  0.50
11 O 7.297 -1.688 0.398  -0.53
12 C 6.673 -4.458 -0.906  -1.73
13 C 7.569 -2.527 -2.357  -2.12
14 C 4.749 -2.923 1.352  -0.80
15 H 4.720 0.415 -0.112  0.43
16 H 5.527 0.127 1.354  0.51
17 H 3.909 -0.132 1.353  -0.15
18 H 2.719 -2.034 -0.269  -0.10
19 H 3.628 -1.098 -1.440  0.27
20 H 2.988 -3.088 -2.422  -0.20
21 H 3.709 -4.061 -1.121  -1.47
22 H 5.255 -2.336 -3.097  0.36
23 H 5.336 -4.060 -2.864  0.56
24 H 7.386 -4.453 -0.081  0.35
25 H 5.832 -5.102 -0.649  0.20
26 H 7.232 -5.027 -1.649  0.54
27 H 8.457 -2.359 -1.747  0.46
28 H 7.922 -3.197 -3.141  0.40
29 H 7.418 -1.557 -2.829  0.40
30 H 3.804 -2.870 1.891  -0.39
31 H 5.518 -2.788 2.112  0.43
32 H 4.803 -3.896 0.863  0.07
33 H 7.555 -0.809 0.109  0.34
34 C -0.229 -8.506 -0.670  -1.66
35 C 0.499 -8.154 0.677  1.83
36 C 1.885 -7.635 0.268  -1.95
37 C 1.943 -6.170 -0.184  0.07
38 C 1.419 -5.356 1.039  -0.98
39 C -0.087 -5.682 1.419  1.96
40 N -0.179 -7.206 1.563  0.40
41 O -1.431 -7.695 1.841  -0.51
42 C -0.390 -5.021 2.773  -1.84
43 C -1.085 -5.053 0.401  -1.46
44 C 0.736 -9.436 1.409  -2.20
45 H -1.099 -9.146 -0.517  0.36
46 H 0.418 -8.881 -1.463  0.35
47 H -0.690 -7.648 -1.158  0.29
48 H 2.652 -7.974 0.965  0.35
49 H 2.295 -8.088 -0.635  0.48
50 H 1.335 -6.099 -1.086  0.32
51 H 2.971 -5.975 -0.488  -0.17
52 H 1.508 -4.292 0.819  0.02
53 H 2.051 -5.728 1.845  0.67
54 H -0.680 -3.980 2.630  0.32
55 H -1.147 -5.570 3.334  0.42
56 H 0.480 -4.889 3.416  0.38
57 H -1.165 -5.491 -0.594  0.16
58 H -2.098 -4.814 0.728  0.49
59 H -0.694 -4.068 0.148  0.04
60 H -0.167 -10.043 1.490  0.54
61 H 1.155 -9.220 2.392  0.48
62 H 1.408 -10.072 0.834  0.42
63 H -1.245 -8.386 2.481  0.39
64 C -8.852 1.982 -1.147  -2.00
65 C -7.476 1.317 -0.854  1.64
66 C -7.087 0.519 -2.127  -1.61
67 C -5.561 0.076 -2.181  -0.59
68 C -4.665 1.282 -2.019  -1.09
69 C -5.022 2.122 -0.730  2.21
70 N -6.497 2.369 -0.652  0.18
71 O -6.804 3.141 0.458  -0.46
72 C -4.480 1.347 0.496  -0.80
73 C -4.196 3.485 -1.005  -1.75
74 C -7.662 0.253 0.299  -1.48
75 H -9.223 2.662 -0.381  0.33
76 H -9.555 1.194 -1.417  0.41
77 H -8.760 2.613 -2.032  0.46
78 H -7.681 -0.382 -2.280  0.50
79 H -7.269 1.012 -3.082  0.40
80 H -5.291 -0.533 -3.044  0.51
81 H -5.307 -0.639 -1.398  0.21
82 H -4.873 1.853 -2.924  0.36
83 H -3.601 1.050 -1.984  0.05
84 H -4.886 0.339 0.575  0.06
85 H -3.406 1.327 0.684  -0.05
86 H -4.820 2.005 1.296  0.05
87 H -3.112 3.381 -0.976  0.21
88 H -4.295 3.884 -2.015  0.43
89 H -4.490 4.258 -0.293  0.39
90 H -7.684 0.659 1.310  0.30
91 H -6.820 -0.439 0.263  0.36
92 H -8.526 -0.400 0.172  0.42
93 H -6.656 2.503 1.159  0.38
94 C -1.844 1.676 3.666  -1.08
95 C -1.952 3.176 4.036  0.94
96 C -2.741 3.104 5.408  -0.74
97 C -2.736 4.510 6.076  -0.95
98 C -1.288 5.087 6.268  -1.24
99 C -0.465 4.990 4.972  1.61
100 N -0.622 3.712 4.287  1.51
101 O 0.236 3.460 3.170  0.11
102 C -0.740 6.221 4.098  -1.94
103 C 0.979 4.999 5.469  -1.98
104 C -2.771 3.848 2.914  -0.39
105 H -1.158 1.182 4.354  0.00
106 H -1.381 1.408 2.716  -0.13
107 H -2.800 1.153 3.655  0.46
108 H -3.742 2.676 5.450  0.43
109 H -2.090 2.474 6.015  -0.01
110 H -3.320 4.451 6.994  0.51
111 H -3.187 5.230 5.392  0.30
112 H -0.864 4.588 7.139  0.38
113 H -1.437 6.145 6.481  0.48
114 H -0.301 7.163 4.428  0.54
115 H -0.472 6.121 3.046  0.13
116 H -1.812 6.413 4.060  0.39
117 H 1.626 5.085 4.596  0.35
118 H 1.230 5.728 6.240  0.45
119 H 1.164 4.038 5.948  0.20
120 H -2.227 3.553 2.016  -0.38
121 H -2.683 4.932 2.840  0.07
122 H -3.791 3.500 2.754  0.16
123 H 0.924 2.982 3.638  0.10
124 C -0.260 7.000 -5.623  -2.03
125 C 0.232 5.578 -6.005  1.78
126 C 1.142 5.138 -4.812  -1.72
127 C 1.341 3.593 -4.590  -0.59
128 C -0.061 2.959 -4.411  -0.52
129 C -0.935 3.305 -5.651  1.94
130 N -0.969 4.702 -6.005  0.63
131 O -1.835 4.977 -6.953  -0.56
132 C -0.510 2.409 -6.792  -1.96
133 C -2.386 2.883 -5.265  -2.08
134 C 1.106 5.567 -7.297  -1.89
135 H -0.951 7.009 -4.780  0.34
136 H -0.836 7.261 -6.511  0.57
137 H 0.564 7.679 -5.403  0.43
138 H 2.131 5.557 -4.995  0.48
139 H 0.919 5.604 -3.852  0.40
140 H 1.929 3.470 -3.680  0.54
141 H 1.845 3.124 -5.435  0.38
142 H -0.531 3.401 -3.532  -0.05
143 H -0.033 1.901 -4.153  0.22
144 H -1.330 2.296 -7.502  0.44
145 H 0.305 2.816 -7.391  0.31
146 H -0.232 1.385 -6.545  0.31
147 H -2.971 3.624 -4.721  0.31
148 H -2.941 2.620 -6.165  0.54
149 H -2.408 1.951 -4.699  0.39
150 H 1.912 4.835 -7.246  0.35
151 H 1.619 6.526 -7.372  0.46
152 H 0.579 5.430 -8.241  0.36
153 H -2.396 5.642 -6.547  0.37
154 C 3.886 -0.564 4.835  -1.59
155 C 2.436 -1.080 5.188  1.84
156 C 2.672 -2.116 6.275  -1.48
157 C 2.908 -1.656 7.694  -0.83
158 C 1.744 -0.681 7.989  -1.34
159 C 1.599 0.497 6.969  1.43
160 N 1.580 -0.011 5.584  0.52
161 O 1.578 1.060 4.658  -0.09
162 C 0.169 1.097 7.217  -1.47
163 C 2.804 1.508 7.259  -1.29
164 C 1.829 -1.790 3.910  -2.20
165 H 4.532 -0.108 5.586  0.36
166 H 3.921 0.090 3.965  0.22
167 H 4.454 -1.419 4.468  0.43
168 H 1.789 -2.753 6.323  0.41
169 H 3.483 -2.825 6.109  0.48
170 H 3.859 -1.125 7.738  0.35
171 H 2.993 -2.505 8.373  0.45
172 H 1.910 -0.183 8.945  0.59
173 H 0.872 -1.329 8.072  0.36
174 H -0.583 0.483 6.723  0.39
175 H -0.152 1.304 8.238  0.47
176 H 0.023 2.012 6.642  -0.21
177 H 3.768 1.102 6.955  0.28
178 H 2.624 2.426 6.700  0.07
179 H 2.722 1.988 8.235  0.51
180 H 2.375 -2.720 3.748  0.37
181 H 1.779 -1.044 3.118  0.24
182 H 0.796 -2.098 4.070  0.50
183 H 0.679 0.978 4.333  0.10
184 C -0.082 -0.843 -1.825  -1.29
185 C -0.266 0.410 -0.873  1.23
186 C 0.423 0.192 0.483  0.05
187 O 0.443 1.479 -1.462  1.30
188 H -0.555 -0.714 -2.799  0.44
189 H -0.530 -1.668 -1.271  0.41
190 H 0.968 -1.077 -2.001  -0.18
191 H -1.312 0.702 -0.788  -0.98
192 H -0.059 -0.596 1.060  0.62
193 H 0.459 1.087 1.105  -0.08
194 H 1.474 -0.019 0.283  -0.61
195 H 0.191 2.200 -0.880  -0.49
196 C -2.529 -3.102 -3.496  -0.91
197 C -3.777 -3.684 -2.883  0.85
198 C -4.064 -5.135 -3.322  -1.53
199 O -3.614 -3.537 -1.478  -0.48
200 H -2.598 -2.015 -3.460  0.08
201 H -2.434 -3.553 -4.484  0.43
202 H -1.628 -3.395 -2.958  0.11
203 H -4.560 -3.065 -3.320  -0.01
204 H -3.917 -5.220 -4.398  0.42
205 H -5.128 -5.278 -3.134  0.48
206 H -3.428 -5.855 -2.806  0.27
207 H -4.301 -4.125 -1.155  0.32
208 C 0.902 -2.444 -5.230  -0.82
209 C 2.068 -1.686 -5.921  0.77
210 C 1.952 -1.899 -7.452  -1.77
211 O 1.929 -0.318 -5.685  -0.28
212 H 0.387 -1.731 -4.587  0.02
213 H 1.391 -2.997 -4.428  0.10
214 H 0.298 -3.128 -5.826  0.44
215 H 3.097 -1.951 -5.677  0.15
216 H 2.134 -2.930 -7.755  0.42
217 H 2.656 -1.283 -8.010  0.44
218 H 0.957 -1.703 -7.851  0.37
219 H 2.677 0.130 -6.086  0.20
220 C 1.217 4.704 -1.188  -1.54
221 C 0.511 4.757 0.106  1.21
222 C -0.573 5.837 0.182  -1.65
223 O -0.256 3.602 0.269  0.14
224 H 1.883 3.844 -1.258  0.26
225 H 1.873 5.574 -1.232  0.63
226 H 0.621 4.624 -2.097  -0.49
227 H 1.270 4.882 0.879  0.54
228 H -1.233 5.693 -0.674  0.28
229 H -0.158 6.832 0.023  0.41
230 H -1.178 5.734 1.083  0.30
231 H -0.453 3.475 1.200  -0.85

Atoms 1-6, force components in eV/Å:
1.2 -0.1 -0.2
-0.2 -0.1 -0.2
-0.6 -0.1 0.2
-0.3 0.6 1.6
1.2 -1.1 -0.9
-0.5 0.3 0.0

=====

# 2
# C35H37InN5O3

C35H37InN5O3 as an isolated structure at a distorted geometry (ωB97M-V with the def2-TZVPD basis set, OMol25).

For the total energy, the calculation gives -55660.5068 eV. As for the largest force on an atom: 3.4 eV/A. The net charge is -1. The value obtained for the energy above the lowest of the compared OMol25 structures with the same formula, charge and spin is 95.1 kJ/mol. The orbital gap comes out at 6.587 eV.

Each line ends with the Mulliken charge.
Cartesian coordinates (Å):
1 In -20.501 -10.073 1.284  3.14
2 C -17.969 -6.834 1.283  0.01
3 C -18.814 -6.516 2.559  -0.84
4 C -19.364 -7.733 3.281  -1.18
5 N -20.637 -8.363 2.810  -0.19
6 C -21.785 -8.004 3.313  1.09
7 C -22.003 -6.779 3.986  -0.47
8 C -22.958 -6.403 4.910  -0.66
9 C -23.858 -7.217 5.627  -0.45
10 C -24.103 -8.552 5.327  -0.83
11 C -23.882 -9.211 4.141  -0.70
12 C -22.840 -9.015 3.141  0.84
13 N -22.756 -9.773 2.034  -0.18
14 C -23.822 -10.698 1.700  -0.96
15 C -23.888 -11.136 0.219  -1.17
16 C -22.608 -11.778 -0.371  -0.78
17 N -21.500 -10.849 -0.565  -0.31
18 C -21.097 -10.370 -1.711  0.86
19 C -21.341 -11.043 -2.959  -0.93
20 C -21.292 -10.596 -4.256  -0.38
21 C -20.568 -9.538 -4.805  -0.60
22 C -19.753 -8.643 -4.114  -0.66
23 C -19.687 -8.400 -2.768  -0.47
24 C -20.336 -9.127 -1.675  0.77
25 N -20.217 -8.695 -0.424  -0.06
26 C -20.053 -7.267 -0.251  -1.35
27 C -18.621 -6.710 -0.083  -0.50
28 H -17.557 -7.872 1.394  -0.41
29 H -17.052 -6.218 1.334  0.50
30 H -19.558 -5.731 2.278  0.32
31 H -18.157 -5.991 3.337  0.33
32 H -19.526 -7.366 4.328  0.64
33 H -18.561 -8.468 3.354  0.19
34 H -21.292 -6.005 3.729  0.25
35 H -22.990 -5.328 5.205  0.28
36 H -24.388 -6.883 6.515  0.31
37 H -24.556 -9.135 6.115  0.35
38 H -24.538 -10.068 3.933  0.26
39 H -24.775 -10.203 1.957  0.56
40 H -23.729 -11.555 2.379  0.41
41 H -24.183 -10.269 -0.395  0.26
42 H -24.698 -11.886 0.102  0.41
43 H -22.857 -12.129 -1.385  0.56
44 H -22.231 -12.616 0.257  0.21
45 H -21.674 -12.042 -2.746  0.52
46 H -21.806 -11.173 -5.020  0.33
47 H -20.600 -9.482 -5.903  0.27
48 H -19.224 -7.883 -4.719  0.29
49 H -19.069 -7.629 -2.427  0.33
50 H -20.573 -7.049 0.691  0.45
51 H -20.615 -6.708 -1.065  0.57
52 H -18.554 -5.641 -0.411  0.24
53 H -17.935 -7.236 -0.820  0.19
54 C -18.801 -13.711 4.339  -1.70
55 C -19.509 -12.409 4.708  1.98
56 C -19.842 -12.386 6.230  -1.64
57 O -18.569 -11.336 4.474  -0.57
58 C -20.788 -12.179 3.798  0.15
59 O -21.882 -12.301 4.316  -0.67
60 O -20.534 -11.995 2.512  -0.78
61 H -17.863 -13.796 4.975  0.36
62 H -18.509 -13.708 3.298  0.33
63 H -19.434 -14.602 4.576  0.36
64 H -19.038 -12.814 6.871  0.37
65 H -20.730 -13.019 6.338  0.35
66 H -20.052 -11.360 6.504  0.37
67 H -18.270 -11.301 3.549  -0.20
68 N -10.597 -11.966 0.185  -0.55
69 C -11.719 -11.759 0.487  0.04
70 C -13.083 -11.360 0.779  0.69
71 C -13.731 -10.339 0.032  -0.80
72 C -15.082 -10.186 0.248  -0.55
73 C -15.712 -10.859 1.302  0.59
74 C -15.039 -11.782 2.094  -0.58
75 C -13.731 -12.097 1.761  -0.72
76 C -17.099 -10.569 1.558  0.65
77 C -18.302 -10.349 1.640  -2.26
78 H -13.158 -9.743 -0.680  0.42
79 H -15.637 -9.511 -0.331  0.63
80 H -15.584 -12.278 2.850  0.71
81 H -13.169 -12.909 2.248  0.38

Atoms 1-6, force components in eV/Å:
-0.7 -0.1 1.3
0.9 -1.0 1.2
0.9 1.3 -0.5
-1.5 0.8 1.2
2.0 0.0 -0.4
0.7 -0.7 0.7

=====

# 3
# C33H57BCoN8OS2Si

C33H57BCoN8OS2Si as an isolated structure (ωB97M-V with the def2-TZVPD basis set, OMol25).

As for the spin multiplicity: 5. For the total energy, the calculation gives -116965.7249 eV. As for the largest force on an atom: 0.8 eV/A. The net charge is +1. The orbital gap (alpha / beta) comes out at 8.653 / 4.499 eV.

Each line ends with the Löwdin spin population.
Cartesian coordinates (Å):
1 Co 0.077 1.024 -0.716  2.73
2 C -4.999 1.586 0.190  0.00
3 C -3.622 1.760 -0.440  0.00
4 C -3.694 2.665 -1.680  0.00
5 C -2.630 2.342 0.523  0.01
6 C -2.857 3.202 1.612  0.00
7 C -1.603 3.621 1.997  0.00
8 N -0.694 3.016 1.212  0.00
9 N -1.327 2.227 0.310  0.05
10 B 0.760 3.453 0.932  0.00
11 N 1.797 2.317 1.196  0.00
12 C 2.915 2.433 1.925  0.00
13 C 3.813 1.480 1.504  0.00
14 C 3.160 0.801 0.463  0.00
15 N 1.929 1.302 0.304  0.04
16 C 3.755 -0.245 -0.443  0.02
17 C 5.274 -0.289 -0.304  0.00
18 C 3.326 -0.027 -1.896  0.00
19 N 0.870 3.802 -0.577  0.00
20 C 1.313 4.934 -1.151  0.00
21 C 1.297 4.765 -2.518  0.00
22 C 0.817 3.458 -2.714  0.00
23 N 0.582 2.890 -1.539  0.04
24 C 0.502 2.780 -4.019  0.00
25 C 0.067 1.328 -3.834  0.01
26 C -0.582 3.569 -4.766  0.00
27 H -5.660 1.055 -0.499  0.00
28 H -5.451 2.559 0.402  0.00
29 H -4.949 1.017 1.122  0.00
30 H -3.246 0.790 -0.764  0.00
31 H -3.990 3.677 -1.395  0.00
32 H -4.432 2.281 -2.390  0.00
33 H -2.723 2.719 -2.178  0.00
34 H -3.804 3.501 2.033  0.00
35 H -1.303 4.315 2.769  0.00
36 H 1.036 4.409 1.607  0.00
37 H 3.018 3.213 2.668  0.00
38 H 4.814 1.320 1.872  0.00
39 H 3.373 -1.227 -0.141  0.01
40 H 5.707 0.696 -0.487  0.00
41 H 5.693 -0.985 -1.034  0.00
42 H 5.578 -0.621 0.691  0.00
43 H 3.641 0.956 -2.253  0.00
44 H 2.240 -0.091 -1.985  0.00
45 H 3.764 -0.792 -2.546  0.00
46 H 1.596 5.787 -0.552  0.00
47 H 1.582 5.488 -3.267  0.00
48 H 1.409 2.800 -4.627  0.00
49 H -0.796 1.257 -3.162  0.00
50 H 0.877 0.712 -3.434  0.00
51 H -0.231 0.901 -4.792  0.00
52 H -1.517 3.561 -4.200  0.00
53 H -0.767 3.124 -5.746  0.00
54 H -0.285 4.608 -4.914  0.00
55 C -3.100 -1.417 0.624  0.00
56 Si -2.021 -1.650 -0.900  0.01
57 C -3.042 -1.422 -2.455  0.00
58 C -1.556 -3.505 -0.876  0.05
59 C -1.463 -4.231 0.329  0.03
60 C -1.305 -5.609 0.341  0.00
61 C -1.240 -6.312 -0.860  0.05
62 C -1.341 -5.626 -2.068  0.00
63 C -1.495 -4.247 -2.071  0.03
64 H -4.137 -1.710 0.420  0.00
65 H -3.074 -0.375 0.949  0.00
66 H -2.747 -2.011 1.474  0.00
67 H -4.019 -1.907 -2.346  0.00
68 H -2.555 -1.850 -3.340  0.00
69 H -3.204 -0.359 -2.660  0.00
70 H -1.529 -3.709 1.278  0.00
71 H -1.259 -6.140 1.285  0.00
72 H -1.123 -7.389 -0.857  0.00
73 H -1.319 -6.171 -3.006  0.00
74 H -1.587 -3.735 -3.024  0.00
75 C 1.922 -4.239 -2.658  0.00
76 C 1.813 -4.284 -1.137  0.06
77 S 1.374 -2.665 -0.504  0.61
78 O -0.787 -0.615 -0.895  0.09
79 C 1.315 -2.965 1.269  0.04
80 C 2.548 -2.435 1.996  0.03
81 H 2.122 -5.243 -3.033  0.00
82 H 2.734 -3.583 -2.978  0.00
83 H 0.997 -3.887 -3.106  0.00
84 H 2.768 -4.554 -0.676  0.02
85 H 1.041 -4.974 -0.786  0.01
86 H 1.179 -4.037 1.403  0.00
87 H 0.430 -2.428 1.619  0.01
88 H 3.471 -2.891 1.628  0.00
89 H 2.440 -2.680 3.053  0.00
90 H 2.618 -1.352 1.912  0.00
91 C -0.618 -1.775 5.443  0.00
92 N -0.241 -0.372 5.399  0.00
93 C -0.077 0.342 4.270  0.00
94 S -0.343 -0.261 2.714  0.01
95 N 0.309 1.617 4.434  0.00
96 C 0.549 2.270 5.706  0.00
97 H -1.126 -1.974 6.385  0.00
98 H 0.253 -2.430 5.361  0.00
99 H -1.291 -1.989 4.619  0.00
100 H 0.041 0.046 6.270  0.00
101 H 0.417 2.133 3.580  0.00
102 H -0.320 2.196 6.365  0.00
103 H 0.739 3.325 5.524  0.00
104 H 1.421 1.854 6.221  0.00

Atoms 1-6, force components in eV/Å:
-0.3 0.5 0.1
0.0 0.0 0.0
0.0 0.1 -0.1
0.0 -0.1 0.0
-0.1 0.0 0.0
-0.1 0.0 0.0